Computed, not measured: the ion C17H29BN7O5S with charge +1, with ωB97M-V with the def2-TZVPD basis set.

Calculated values
SMILES string: NC(=O)CCN(CCCCCCCSc1nnco1)c1nc(CB(O)O)[nH][n+]1CC=O
total charge: +1
calculated total energy: -1847.551830 Eh

Last column: Mulliken charge in e.
Geometry (Å):
N  1.722  4.033  0.463  -0.631
C  2.429  2.924  1.028  0.170
O  3.572  3.000  1.317  -0.441
C  1.681  1.615  1.246  0.362
C  2.564  0.451  0.740  -1.322
N  1.811  -0.670  0.199  0.180
C  1.596  -0.713  -1.263  -1.685
C  0.217  -0.265  -1.705  0.699
C  0.177  -0.109  -3.236  -1.238
C  0.306  1.343  -3.674  -0.943
C  -0.943  2.169  -3.289  0.027
C  -0.576  3.505  -2.656  -0.018
C  -1.799  4.298  -2.206  -0.918
S  -2.409  3.719  -0.588  -0.167
C  -3.621  2.585  -1.076  0.514
N  -4.724  2.805  -1.715  -0.308
N  -5.332  1.580  -1.884  -0.409
C  -4.562  0.719  -1.309  -0.031
O  -3.448  1.260  -0.783  -0.177
C  1.262  -1.650  0.911  0.525
N  0.519  -2.627  0.359  -0.414
C  0.131  -3.411  1.354  0.573
C  -0.722  -4.607  1.204  -0.631
B  -1.213  -5.275  2.556  0.452
O  -1.553  -4.450  3.597  -0.575
O  -1.231  -6.632  2.621  -0.525
N  0.593  -2.953  2.516  -0.301
N  1.347  -1.833  2.267  0.200
C  2.013  -1.128  3.355  0.031
C  1.918  -1.851  4.681  -0.348
O  1.594  -1.264  5.658  -0.408
H  0.786  4.044  0.861  0.347
H  1.599  3.846  -0.529  0.309
H  0.732  1.638  0.722  0.043
H  1.514  1.553  2.319  0.157
H  3.190  0.840  -0.053  0.546
H  3.254  0.145  1.516  0.429
H  1.815  -1.719  -1.609  0.422
H  2.336  -0.060  -1.719  0.396
H  -0.061  0.667  -1.216  -0.004
H  -0.517  -1.015  -1.418  0.245
H  1.003  -0.677  -3.669  0.494
H  -0.734  -0.538  -3.644  0.373
H  0.439  1.387  -4.752  0.451
H  1.174  1.813  -3.209  0.287
H  -1.577  2.347  -4.154  0.533
H  -1.517  1.582  -2.573  -0.274
H  -0.001  4.085  -3.379  0.536
H  0.053  3.309  -1.789  -0.473
H  -1.583  5.354  -2.084  0.446
H  -2.600  4.180  -2.930  0.469
H  -4.766  -0.333  -1.243  0.424
H  -0.232  -5.371  0.606  0.318
H  -1.599  -4.293  0.637  0.331
H  -1.971  -4.908  4.336  0.301
H  -1.335  -6.995  3.506  0.306
H  0.385  -3.360  3.415  0.369
H  3.074  -1.045  3.123  0.306
H  1.606  -0.134  3.498  0.182
H  2.214  -2.909  4.742  0.488


Computed, not measured: a structure of composition C25H48DyO3P2S, with ωB97M-V with the def2-TZVPD basis set.

Calculated values
spin multiplicity: 6
total charge: +1
calculated total energy: -3172.896702 Eh
⟨S²⟩: 9.349

Last column: Mulliken charge in e.
Geometry (Å):
Dy  0.300  -0.798  0.202  -0.365
C  1.528  -1.159  -2.212  0.126
C  1.966  0.147  -1.866  0.749
C  2.745  -1.298  -0.242  0.600
C  2.047  -2.068  -1.237  0.831
C  2.702  0.071  -0.648  0.189
C  0.770  -1.522  -3.434  -1.354
H  0.097  -0.703  -3.719  0.215
H  0.165  -2.426  -3.283  0.211
H  1.430  -1.716  -4.295  0.340
C  2.005  -3.540  -1.325  -1.199
H  1.302  -3.862  -2.099  0.353
H  1.719  -3.995  -0.368  0.115
H  2.995  -3.947  -1.586  0.293
C  3.423  -1.815  0.969  -1.259
H  4.507  -1.885  0.800  0.383
H  3.053  -2.810  1.240  0.323
H  3.275  -1.143  1.830  0.124
C  3.434  1.210  -0.045  -1.138
H  4.445  1.325  -0.478  0.269
H  3.550  1.098  1.041  0.285
H  2.898  2.150  -0.245  0.112
C  1.871  1.349  -2.725  -0.903
H  2.596  1.316  -3.562  0.303
H  2.101  2.256  -2.154  0.211
H  0.865  1.449  -3.157  0.060
C  -2.167  2.154  -0.760  -0.014
C  -1.548  2.084  -1.944  0.191
C  -1.327  3.289  -2.808  -1.300
C  -0.262  4.335  -2.371  -1.230
C  0.470  4.136  -1.077  -0.262
C  -0.160  4.203  0.106  -0.524
C  -1.624  4.525  0.208  -1.139
C  -2.668  3.448  -0.191  -1.140
H  -2.265  3.850  -2.948  0.503
H  -0.776  5.311  -2.367  0.473
H  -1.037  2.934  -3.810  0.387
H  -3.364  3.941  -0.889  0.393
H  -2.413  1.252  -0.187  0.399
H  -1.252  1.122  -2.377  0.397
H  -3.258  3.214  0.707  0.327
H  -1.827  4.787  1.256  0.464
H  0.384  4.157  1.053  0.602
H  -1.857  5.424  -0.383  0.435
H  0.489  4.384  -3.172  0.303
H  1.562  4.088  -1.152  0.829
P  -2.108  -2.031  -0.875  1.065
C  -1.826  -3.809  -1.250  -1.046
H  -2.797  -4.293  -1.432  0.503
H  -1.350  -4.315  -0.400  0.193
H  -1.198  -3.911  -2.144  0.244
C  -3.379  -2.210  0.438  -1.211
H  -4.167  -2.903  0.104  0.417
H  -3.822  -1.230  0.657  0.364
H  -2.906  -2.618  1.342  0.271
C  -3.106  -1.538  -2.318  -1.277
H  -3.575  -0.568  -2.130  0.367
H  -3.888  -2.278  -2.532  0.453
H  -2.457  -1.447  -3.194  0.327
P  0.123  0.709  2.735  1.077
C  1.437  1.952  3.085  -1.228
H  1.186  2.596  3.943  0.433
H  1.600  2.577  2.197  0.134
H  2.378  1.425  3.301  0.420
C  -1.443  1.533  3.251  -1.177
H  -1.494  2.564  2.874  0.260
H  -1.558  1.547  4.348  0.470
H  -2.280  0.964  2.825  0.282
C  0.378  -0.408  4.180  -1.264
H  0.411  0.170  5.115  0.536
H  1.321  -0.957  4.070  0.180
H  -0.435  -1.141  4.242  0.314
C  0.345  -3.799  3.815  -1.052
S  0.196  -3.940  2.045  1.236
O  1.400  -4.591  1.570  -0.737
O  -1.110  -4.519  1.785  -0.703
O  0.189  -2.461  1.541  0.194
H  0.473  -4.809  4.213  0.417
H  -0.606  -3.401  4.166  0.329
H  1.179  -3.180  4.134  0.246


Computed, not measured: a structure of composition C27H20Co2FO6, with ωB97M-V with the def2-TZVPD basis set.

Calculated values
total charge: -1
calculated total energy: -4357.604125 Eh

Last column: Mulliken charge in e.
Geometry (Å):
O  2.462  3.857  4.737  -0.361
C  1.751  3.161  4.151  0.079
Co  0.599  2.181  3.233  0.248
C  -0.925  2.923  3.703  0.191
O  -1.953  3.383  3.963  -0.367
C  0.722  2.807  1.585  0.142
O  0.749  3.239  0.508  -0.331
C  0.834  0.634  4.092  -0.643
C  0.194  0.428  2.833  1.366
C  -0.913  -0.255  2.265  -0.184
C  -1.125  -0.190  0.911  0.386
C  -2.446  -0.570  0.351  -0.461
C  -3.570  -0.399  1.397  -0.976
C  -3.276  -1.146  2.694  -0.756
C  -1.844  -0.932  3.224  -1.085
Co  2.024  0.321  2.786  0.054
C  3.422  1.421  2.900  0.066
O  4.368  2.082  2.901  -0.351
C  2.168  0.469  1.046  0.337
O  2.390  0.642  -0.081  -0.328
C  2.720  -1.138  3.471  0.115
O  3.195  -2.065  3.972  -0.374
H  0.604  0.242  5.067  0.346
H  -0.334  0.242  0.291  0.151
H  -2.674  0.019  -0.548  0.199
H  -2.417  -1.627  0.035  0.388
H  -3.671  0.672  1.618  0.343
H  -4.524  -0.745  0.983  0.379
H  -3.989  -0.831  3.464  0.365
H  -3.419  -2.222  2.552  0.307
H  -1.412  -1.902  3.519  0.339
H  -1.895  -0.350  4.154  0.304
F  4.273  -3.385  -4.132  -0.376
C  3.088  -3.003  -3.553  0.439
C  3.076  -2.641  -2.206  -0.660
C  1.887  -2.182  -1.654  -0.572
C  0.761  -1.891  -2.482  -0.230
C  -0.219  -0.957  -2.017  -0.882
C  -0.642  0.166  -2.793  1.252
C  -0.928  1.426  -2.177  0.455
C  -1.103  2.573  -2.940  -0.918
C  -1.099  2.515  -4.342  -0.531
C  -0.919  1.276  -4.975  -0.719
C  -0.727  0.128  -4.221  -0.555
C  0.764  -2.508  -3.772  -0.337
C  1.935  -2.990  -4.336  -0.702
H  3.984  -2.712  -1.613  0.395
H  1.840  -1.948  -0.592  0.388
H  -0.566  -1.091  -1.005  0.327
H  -0.954  1.492  -1.089  0.206
H  -1.249  3.530  -2.439  0.371
H  -1.250  3.413  -4.942  0.324
H  -0.929  1.201  -6.064  0.363
H  -0.633  -0.825  -4.735  0.025
H  -0.165  -2.596  -4.332  0.652
H  1.959  -3.344  -5.366  0.400


Computed, not measured: a cluster of 2 separate species, C6H18BrN3P in total, with ωB97M-V with the def2-TZVPD basis set.

Calculated values
total charge: +1
calculated total energy: -3318.672465 Eh

Last column: Mulliken charge in e.
Geometry (Å):
C  -2.120  1.334  -0.060  -0.861
C  -2.145  -0.553  -1.478  -1.149
C  1.284  -2.659  -0.487  -0.942
C  -0.630  -1.941  0.863  -1.141
C  1.313  2.358  -0.300  -0.769
C  1.535  0.872  1.729  -0.800
N  -1.313  0.293  -0.649  0.129
N  0.532  -1.544  0.115  0.226
N  0.866  1.125  0.390  0.519
P  0.380  -0.054  -0.715  -0.035
Br  4.754  0.933  -0.780  -0.005
H  -3.174  0.940  0.248  0.304
H  -1.596  1.895  0.789  0.250
H  -2.410  2.037  -0.789  0.436
H  -3.070  -0.789  -0.909  0.412
H  -2.430  -0.011  -2.407  0.347
H  -1.566  -1.387  -1.801  0.371
H  1.997  -3.215  0.277  0.276
H  0.477  -3.343  -0.768  0.327
H  2.046  -2.361  -1.215  0.375
H  -0.375  -2.689  1.585  0.404
H  -1.054  -1.026  1.260  0.387
H  -1.456  -2.413  0.396  0.416
H  1.156  3.217  0.438  0.330
H  2.406  2.327  -0.416  0.041
H  0.852  2.838  -1.207  0.310
H  1.132  -0.070  1.981  0.278
H  2.640  0.787  1.677  0.253
H  1.152  1.603  2.471  0.312


no.,strongest force on any atom (Eh/bohr)
1,0.0319
2,0.0257
3,0.1002
4,0.0632